Entry 1:
# C8H6NO5Zn

C8H6NO5Zn as an isolated structure in a non-equilibrium geometry (the ωB97M-V functional and the def2-TZVPD basis, OMol25).

XYZ file:
```
21
Properties=species:S:1:pos:R:3:mulliken_charge:R:1
O -2.69 -4.26 -1.70 -0.172
C -2.13 -3.28 -1.50 0.168
Zn 0.54 0.95 -1.30 0.321
O 2.27 -1.85 -0.62 -0.155
C 1.62 -0.98 -1.03 0.363
C 1.77 2.53 -1.64 0.507
O 2.39 3.44 -1.98 -0.195
C -0.79 1.24 -2.93 0.309
O -1.39 1.76 -3.80 -0.376
C 0.73 -0.55 -3.55 0.076
O 1.17 -0.97 -4.51 -0.155
H -1.27 0.54 -2.06 -0.124
C 0.23 -0.45 3.67 -1.035
C -0.65 0.64 2.99 -0.229
C -0.63 0.57 1.55 0.649
N -0.50 0.61 0.39 -0.493
H -0.25 -1.44 3.55 0.326
H 0.32 -0.23 4.74 0.315
H 1.24 -0.48 3.23 0.339
H -1.71 0.54 3.27 0.289
H -0.27 1.65 3.23 0.272
```

Results
Total charge: +1
Relative energy (zero: lowest compared OMol25 entry of this formula, charge and spin): 0.0 kJ/mol
Gap between HOMO and LUMO (alpha / beta): 5.883 / 5.884 eV
HOMO energy (alpha / beta): -10.56 / -10.56 eV

Entry 2:
# C16H35FeNO6P2S3Se

C16H35FeNO6P2S3Se as an isolated structure in a non-equilibrium geometry (the ωB97M-V functional and the def2-TZVPD basis, OMol25).

XYZ file:
```
65
Properties=species:S:1:pos:R:3:mulliken_charge:R:1
Fe -0.18 0.21 0.53 0.939
O 1.82 -0.08 0.55 -0.625
S 1.44 -1.27 -0.34 1.012
O 2.57 -1.98 -0.86 -0.735
O 0.46 -2.03 0.47 -0.626
O 0.60 -0.57 -1.37 -0.592
C 1.22 4.86 -0.28 -1.842
C 0.63 3.58 0.32 1.084
C 1.36 3.26 1.63 -1.209
P 0.54 2.07 -0.77 1.226
C 2.13 1.95 -1.73 0.924
C 3.38 2.00 -0.86 -1.815
C 2.23 2.98 -2.86 -1.438
C -0.87 2.37 -1.97 2.883
C -0.86 1.45 -3.18 -1.728
C -1.15 3.82 -2.37 -1.821
H 1.05 5.69 0.42 0.485
H 0.77 5.14 -1.23 0.319
H 2.30 4.78 -0.42 0.308
H -0.42 3.77 0.55 0.200
H 2.41 3.05 1.47 0.204
H 0.91 2.41 2.14 -0.093
H 1.29 4.13 2.29 0.539
H 2.06 0.96 -2.18 0.505
H 3.55 3.00 -0.46 0.251
H 4.24 1.75 -1.49 0.499
H 3.33 1.28 -0.05 0.321
H 2.33 4.00 -2.47 0.183
H 1.39 2.95 -3.54 0.214
H 3.13 2.77 -3.44 0.503
H -1.72 2.07 -1.34 -2.105
H -0.20 1.81 -3.97 0.330
H -1.88 1.42 -3.60 0.468
H -0.58 0.44 -2.92 0.333
H -0.34 4.24 -2.97 0.293
H -1.33 4.45 -1.50 0.384
H -2.06 3.84 -2.98 0.503
Se -0.31 0.62 5.36 -0.258
C -0.23 0.47 3.60 0.482
N -0.22 0.38 2.44 -1.047
C -3.53 -0.35 3.20 -1.291
C -4.73 -0.49 2.28 0.466
C -4.92 -1.91 1.78 -1.299
O -4.72 0.42 1.15 -0.570
P -3.44 0.93 0.31 1.397
S -2.40 2.35 1.16 -0.489
S -2.26 -0.61 -0.28 -0.597
O -4.20 1.58 -0.95 -0.514
C -5.29 1.02 -1.72 0.604
C -6.62 1.37 -1.07 -1.365
C -5.15 -0.47 -1.99 -1.223
H -3.68 -0.97 4.08 0.517
H -3.39 0.68 3.52 0.355
H -2.62 -0.68 2.70 0.053
H -5.63 -0.17 2.82 0.251
H -4.04 -2.24 1.24 0.210
H -5.79 -1.98 1.13 0.302
H -5.08 -2.58 2.63 0.492
H -5.21 1.56 -2.67 0.343
H -6.76 0.80 -0.16 0.177
H -7.44 1.14 -1.76 0.470
H -6.65 2.43 -0.84 0.327
H -5.23 -1.04 -1.08 0.154
H -4.18 -0.69 -2.45 0.291
H -5.94 -0.78 -2.67 0.482
```

Results
Total charge: -1
Relative energy (zero: lowest compared OMol25 entry of this formula, charge and spin): 60.4 kJ/mol
Gap between HOMO and LUMO (alpha / beta): 6.304 / 7.383 eV
HOMO energy (alpha / beta): -5.00 / -4.97 eV
Multiplicity: 2

Entry 3:
# C2H6NO

An isolated ion of composition C2H6NO and charge -1 in a non-equilibrium geometry (the ωB97M-V functional and the def2-TZVPD basis, OMol25).

XYZ file:
```
10
Properties=species:S:1:pos:R:3:mulliken_charge:R:1
C -1.14 0.67 0.01 -0.675
N -0.35 -0.53 -0.22 -0.443
C 1.23 -0.40 -0.04 -0.358
O 1.76 -0.54 1.11 -0.798
H -2.14 0.35 -0.28 0.262
H -1.08 0.90 1.15 0.187
H -0.62 1.44 -0.56 0.263
H -0.68 -1.28 0.39 0.198
H 1.58 -1.14 -0.97 0.157
H 1.43 0.52 -0.59 0.207
```

Results
Total charge: -1
Relative energy (zero: lowest compared OMol25 entry of this formula, charge and spin): 76.5 kJ/mol
SMILES: CNC[O-]
Gap between HOMO and LUMO: 6.901 eV
HOMO energy: -2.22 eV

Entry 4:
# C2HBrClOS

A 2-piece molecular cluster, C2HBrClOS overall in a non-equilibrium geometry (the ωB97M-V functional and the def2-TZVPD basis, OMol25).

XYZ file:
```
7
Properties=species:S:1:pos:R:3:mulliken_charge:R:1
C 1.36 -0.82 -0.78 0.678
C -0.88 0.42 0.22 -0.546
O 1.62 -1.36 0.21 -0.355
S 1.09 -0.13 -2.17 -0.338
Cl -0.16 1.95 0.91 -0.274
Br -1.04 -0.90 1.73 -0.328
H -2.00 0.84 -0.12 0.162
```

Results
Total charge: -1
Relative energy (zero: lowest compared OMol25 entry of this formula, charge and spin): 120.0 kJ/mol
Gap between HOMO and LUMO: 5.850 eV
HOMO energy: -2.61 eV